Here is a structure of composition C3H9ClNOP at a distorted geometry from the OMol25 dataset. Energies are from ωB97M-V/def2-TZVPD.

The net charge is 0. The value obtained for the HOMO-LUMO gap is 0.35404 hartree.

Last column: natural (NBO) charge in e.
Atoms and positions in Å:
C -1.390 1.226 -0.676  -0.4102
C 0.345 1.189 1.078  -0.4229
C 1.100 -2.264 -0.752  -0.7780
N 0.021 1.033 -0.319  -0.7773
O 0.340 -0.070 -2.769  -1.0778
P 0.888 0.036 -1.416  1.8629
Cl 2.703 0.837 -1.308  -0.2680
H -1.966 0.644 -0.011  0.1851
H -1.468 2.263 -0.570  0.2000
H -1.434 0.913 -1.729  0.2423
H -0.116 2.258 1.363  0.1952
H 0.004 0.531 1.845  0.1949
H 1.473 1.350 1.280  0.2239
H 0.144 -2.415 -0.272  0.1993
H 0.821 -2.774 -1.677  0.2274
H 1.924 -2.487 -0.171  0.2032


Here is a cluster of 2 separate species, C3H9ClNPS in total at a distorted geometry from the OMol25 dataset. Energies are from ωB97M-V/def2-TZVPD.

The net charge is 0. The value obtained for the HOMO-LUMO gap (alpha / beta) is 0.27051 / 0.27057 hartree.

Last column: natural (NBO) charge in e.
Atoms and positions in Å:
C -2.000 -1.811 -0.979  -0.6202
C 1.883 0.836 1.800  0.0124
C -1.176 -0.662 -0.411  -0.7237
N 0.936 0.345 0.935  -0.8833
P 0.166 -1.299 0.709  1.0040
S 2.290 3.266 2.799  -0.5234
Cl 1.416 -2.021 -0.701  -0.2953
H -2.474 -2.376 -0.180  0.2128
H -2.774 -1.428 -1.638  0.2253
H -1.374 -2.490 -1.553  0.2164
H 1.887 0.426 2.791  0.2042
H 2.812 1.163 1.371  0.2104
H 1.836 3.940 1.737  0.1096
H -1.810 -0.003 0.188  0.2415
H -0.729 -0.076 -1.221  0.2228
H 1.016 0.775 0.014  0.3865


Here is the molecule C3H9ClOP2 at a distorted geometry from the OMol25 dataset. Energies are from ωB97M-V/def2-TZVPD.

As for the SMILES: CP(C)(=P)OCCl. The net charge is 0. The value obtained for the HOMO-LUMO gap is 0.30628 hartree.

Last column: natural (NBO) charge in e.
Atoms and positions in Å:
C 0.293 1.065 -1.289  -0.9679
C -1.494 -0.885 -0.296  -1.0460
C 1.879 -0.794 0.847  -0.0708
O 0.775 -0.127 1.201  -0.7884
P -1.491 2.215 0.916  -0.3834
P -0.498 0.482 0.283  1.4035
Cl 1.762 -2.521 0.609  -0.0654
H 1.427 0.924 -1.257  0.2417
H -0.295 0.457 -2.006  0.2393
H 0.091 2.086 -1.491  0.2589
H -1.847 -1.523 0.621  0.2667
H -2.351 -0.324 -0.697  0.2708
H -1.036 -1.648 -0.998  0.2621
H 2.394 -0.470 -0.120  0.1769
H 2.683 -0.599 1.681  0.2056
H -2.292 1.663 1.996  -0.0034


Here is a cluster of 2 separate species, C3H9ClOSi in total at a distorted geometry from the OMol25 dataset. Energies are from ωB97M-V/def2-TZVPD.

The net charge is 0. The value obtained for the HOMO-LUMO gap (alpha / beta) is 0.27772 / 0.27766 hartree.

Last column: natural (NBO) charge in e.
Atoms and positions in Å:
C 1.773 1.568 0.096  -0.2341
C 0.186 -2.231 0.426  -1.1442
C -2.244 0.907 -0.109  -0.6741
O 1.520 0.195 0.139  -0.9123
Si 0.360 -0.662 -0.594  1.5726
Cl -3.529 -0.237 0.140  -0.0709
H 1.927 1.909 -0.930  0.1722
H 2.672 1.762 0.683  0.1892
H 0.931 2.115 0.526  0.1834
H -0.359 -2.028 1.344  0.2646
H -0.366 -2.983 -0.125  0.2472
H 1.156 -2.642 0.698  0.2525
H -2.398 1.468 -1.021  0.1848
H -2.076 1.505 0.773  0.1835
H 0.447 -0.646 -2.044  -0.2145


Here is a structure of composition C3H9EuIIn at a distorted geometry from the OMol25 dataset. Energies are from ωB97M-V/def2-TZVPD.

As for the multiplicity: 8. The net charge is +1. The value obtained for the HOMO-LUMO gap (alpha / beta) is 0.22786 / 0.23457 hartree. As for the expectation value of S²: 15.760.

Last column: Löwdin charge in e.
Atoms and positions in Å:
C -2.002 -0.263 -0.450  -0.1207
C -0.629 -0.916 0.245  -0.4620
C 0.074 0.366 1.058  -0.8558
In 1.570 1.246 -0.466  0.2840
I 1.101 -0.514 2.820  0.6536
H -1.604 0.650 -1.095  0.0688
H -2.532 -1.088 -1.090  0.0911
H -2.649 0.163 0.432  0.0988
H 0.086 -1.295 -0.627  -0.0094
H -0.864 -1.813 0.960  0.0794
H -0.736 1.186 1.369  0.0618
H 2.079 2.926 -0.045  -0.0926
H 0.648 1.247 -2.049  -0.0743
H 2.925 0.073 -0.605  -0.2234
Eu 2.533 -1.966 -0.457  1.5006


Here is a cluster of 3 separate species, C3H9F3PSi in total at a distorted geometry from the OMol25 dataset. Energies are from ωB97M-V/def2-TZVPD.

As for the multiplicity: 3. The net charge is +1. The value obtained for the HOMO-LUMO gap (alpha / beta) is 0.23728 / 0.32702 hartree. As for the expectation value of S²: 2.005.

Last column: natural (NBO) charge in e.
Atoms and positions in Å:
C -2.703 0.681 -2.288  -0.5226
C -0.545 -0.096 2.129  -1.1998
C 1.502 1.569 0.316  -1.2036
F 0.224 -2.573 -0.916  -0.5776
F 2.504 -1.958 -1.282  -0.5707
F 1.506 -1.795 0.740  -0.6012
Si 0.042 0.374 0.331  1.6305
P 1.669 -2.928 -0.332  1.8000
H -2.186 1.551 -1.976  0.1603
H -2.166 0.360 -3.185  0.1709
H -3.602 0.098 -1.936  0.2106
H 0.246 0.304 2.853  0.2778
H -1.577 0.281 2.514  0.3076
H -0.341 -1.154 2.218  0.2729
H 1.897 1.543 -0.718  0.2757
H 1.314 2.599 0.599  0.2984
H 2.215 1.144 0.933  0.2706


Here is a structure of composition C3H9FIN3O2S at a distorted geometry from the OMol25 dataset. Energies are from ωB97M-V/def2-TZVPD.

The net charge is 0. The value obtained for the HOMO-LUMO gap (alpha / beta) is 0.31819 / 0.31817 hartree.

Last column: natural (NBO) charge in e.
Atoms and positions in Å:
C 1.801 -0.042 0.998  -0.4467
C -0.448 -0.373 2.830  -0.4706
C -0.834 -0.080 -3.071  -0.4915
N 0.365 0.017 0.597  -0.6125
N -0.944 0.500 1.863  -0.3717
N -0.835 -0.362 -1.677  -0.2427
O -0.683 1.992 -0.784  -0.9204
O 1.447 1.047 -1.522  -0.9289
F -0.142 -1.522 -1.284  -0.2534
S 0.155 0.860 -0.852  2.3267
I -2.562 -0.028 0.836  0.4125
H 1.891 0.825 1.531  0.1975
H 1.791 -0.969 1.554  0.2087
H 2.272 0.024 0.041  0.2646
H -1.120 -0.416 3.621  0.2295
H -0.261 -1.404 2.527  0.1896
H 0.586 -0.106 3.115  0.2112
H 0.253 0.108 -3.478  0.2139
H -1.334 -0.941 -3.636  0.2318
H -1.398 0.869 -3.207  0.2524


Here is the ion C3H9FN3 with charge +1 at a distorted geometry from the OMol25 dataset. Energies are from ωB97M-V/def2-TZVPD.

As for the SMILES: [H]/N=C/[C@@H](F)[C@@H](N)[NH3+]. The net charge is +1. The value obtained for the HOMO-LUMO gap is 0.38643 hartree.

Last column: natural (NBO) charge in e.
Atoms and positions in Å:
C 1.070 -0.008 -1.782  0.1641
C 0.362 0.979 -0.399  0.1653
C 0.116 0.061 0.712  0.0491
N 0.557 -1.159 -1.813  -0.6773
N -0.356 0.733 1.946  -0.8655
N -0.939 -0.892 0.432  -0.7249
F -0.800 1.543 -0.742  -0.3344
H 2.009 0.311 -2.092  0.1949
H 1.002 1.726 -0.111  0.1947
H 1.005 -0.526 0.979  0.2418
H 0.942 -1.780 -2.573  0.3931
H -1.225 1.225 1.865  0.3801
H 0.228 1.149 2.635  0.4135
H -1.938 -0.388 0.507  0.4496
H -1.062 -1.754 1.035  0.4664
H -0.970 -1.222 -0.599  0.4894


Here is a cluster of 2 separate species, C3H9IN in total at a distorted geometry from the OMol25 dataset. Energies are from ωB97M-V/def2-TZVPD.

The net charge is +1. The value obtained for the HOMO-LUMO gap (alpha / beta) is 0.31373 / 0.31123 hartree.

Last column: natural (NBO) charge in e.
Atoms and positions in Å:
C 0.880 -0.815 0.246  -0.3070
C 0.895 0.459 -0.486  -0.3175
C -1.509 -1.635 0.190  -0.4900
N 0.405 1.662 0.240  -0.6899
I -2.602 0.147 -0.168  0.1438
H 1.383 -1.698 -0.028  0.2395
H 0.966 -0.744 1.261  0.1962
H 1.762 0.645 -1.060  0.2505
H 0.252 0.526 -1.375  0.2336
H -1.914 -2.077 1.035  0.1957
H -1.388 -2.147 -0.753  0.2090
H 0.769 1.681 1.178  0.4454
H -0.674 1.730 0.151  0.4499
H 0.774 2.265 -0.431  0.4408


Here is a structure of composition C3H9IN2O2SiZn at a distorted geometry from the OMol25 dataset. Energies are from ωB97M-V/def2-TZVPD.

The net charge is +2. The value obtained for the HOMO-LUMO gap is 0.13174 hartree.

Last column: natural (NBO) charge in e.
Atoms and positions in Å:
N 1.480 -1.502 0.895  -1.1686
Si 1.689 -0.205 -0.345  1.5669
N 2.421 1.273 0.347  -1.2297
I 3.256 -1.083 -2.081  0.0777
C 0.085 0.329 -1.261  -0.9578
C -1.257 -0.406 -0.789  0.0093
O -2.339 0.586 -0.744  -0.4547
C -2.745 0.777 0.628  0.5417
O -2.834 1.945 1.057  -0.3612
H 0.664 -2.116 0.730  0.3620
H 1.519 -1.138 1.866  0.4079
H 1.793 2.091 0.211  0.4178
H 2.602 1.152 1.365  0.4046
H -0.062 1.470 -1.145  0.3117
H 0.251 0.123 -2.386  0.3328
H -1.157 -0.996 0.210  -0.1078
H -1.554 -1.144 -1.632  0.3067
H -3.000 -0.078 1.357  0.1323
Zn -0.813 -1.079 1.716  1.4082


Calculated energy in order - -28605.1987, -37392.2190, -36403.2609, -25702.4567, -35848.2421, -28566.9392, -33467.9634, -10436.1390, -12836.8214, -74706.3321 eV